1.
Formula: C9H22NO3Rb
Source: OMol25
Level of theory: wB97M-V/def2-TZVPD

The geometry in ORCA input format:
```
! RIJCOSX wB97M-V def2-TZVPD def2/J DEFGRID3
* xyz 1 2
Rb 0.29 1.02 -0.67
C -1.62 -0.60 -4.55
C -1.41 -1.10 -3.18
C -2.67 -1.78 -2.61
O -0.28 -1.92 -2.94
H -2.36 0.19 -4.73
H -1.94 -1.44 -5.17
H -0.70 -0.19 -4.97
H -1.14 -0.12 -2.78
H -3.23 -2.50 -3.20
H -3.42 -1.00 -2.44
H -2.55 -2.17 -1.60
C -2.82 0.17 1.28
O -1.66 0.88 1.67
C -0.94 0.53 2.77
C 0.02 1.68 3.05
N 1.11 1.62 2.05
C 2.06 0.56 2.40
C 3.16 0.44 1.34
O 2.74 -0.22 0.20
C 3.78 -0.45 -0.68
H -2.68 -0.91 1.32
H -3.29 0.41 0.33
H -3.70 0.45 1.86
H -0.52 -0.47 2.79
H -1.75 0.61 3.50
H 0.44 1.65 4.05
H -0.45 2.67 3.05
H 1.60 2.51 2.07
H 1.54 -0.40 2.35
H 2.54 0.55 3.38
H 3.97 -0.19 1.71
H 3.73 1.35 1.15
H 4.60 0.26 -0.77
H 3.35 -0.67 -1.66
H 4.21 -1.41 -0.39
*
```

Computed properties:
**E_LUMO (spin up / spin down)**: -2.98 / -4.54 eV

=====

2.
Formula: C5H12N3
Source: OMol25
Level of theory: wB97M-V/def2-TZVPD

The geometry in ORCA input format:
```
! RIJCOSX wB97M-V def2-TZVPD def2/J DEFGRID3
* xyz 1 1
C 0.72 0.80 0.64
C 0.12 -1.48 0.60
C -1.18 -0.96 -0.27
C 2.35 -0.66 -0.45
C -2.55 0.98 -0.15
N 1.11 -0.42 0.38
N -1.75 0.03 0.42
N 1.26 2.00 0.37
H -0.25 -1.64 1.57
H 0.46 -2.51 0.34
H -0.76 -0.81 -1.32
H -1.78 -1.95 -0.19
H 2.71 0.33 -0.70
H 3.15 -1.22 0.08
H 1.82 -1.13 -1.28
H -3.70 0.65 -0.12
H -2.44 1.81 0.54
H -2.44 1.24 -1.18
H 2.31 2.09 0.22
H 0.85 2.86 0.51
*
```

Computed properties:
**E_LUMO (spin up / spin down)**: -5.67 / -4.83 eV
**Energy relative to the best compared isomer or geometry (same formula, charge and spin)**: 5.894 eV

=====

3.
Formula: C3H11NOS
Source: OMol25
Level of theory: wB97M-V/def2-TZVPD

The geometry in ORCA input format:
```
! RIJCOSX wB97M-V def2-TZVPD def2/J DEFGRID3
* xyz 0 1
C 0.98 1.49 1.52
N 0.90 0.49 0.48
C 0.16 0.81 -0.72
C -0.12 -0.39 -1.60
S -1.35 -0.07 -2.91
H 0.38 2.38 1.29
H 1.99 1.88 1.62
H 0.55 1.13 2.47
H 1.70 -0.07 0.33
H -0.71 1.43 -0.52
H 0.79 1.49 -1.33
H 0.72 -1.03 -1.85
H -0.74 -1.01 -0.95
H -2.42 -0.35 -2.16
O -0.67 -2.96 1.61
H -1.63 -3.08 1.60
H -0.54 -2.14 1.13
*
```

Computed properties:
**E_LUMO**: 0.64 eV
**SMILES string**: CNCCS.O
**Energy relative to the best compared isomer or geometry (same formula, charge and spin)**: 1.105 eV

=====

4.
Formula: C3H9NO
Source: OMol25
Level of theory: wB97M-V/def2-TZVPD

The geometry in ORCA input format:
```
! RIJCOSX wB97M-V def2-TZVPD def2/J DEFGRID3
* xyz 0 1
C 0.15 1.69 1.44
C -0.48 1.02 0.47
N 0.18 0.33 -0.55
C -0.64 -0.56 -1.37
H 1.22 1.85 1.39
H -0.44 2.21 2.18
H -1.54 1.21 0.36
H 0.91 0.81 -1.05
H -0.04 -1.22 -1.99
H -1.23 0.01 -2.10
H -1.39 -0.99 -0.73
O 1.11 -2.03 1.03
H 0.59 -1.61 0.33
H 1.60 -2.74 0.60
*
```

Computed properties:
**E_LUMO**: 0.92 eV
**SMILES string**: C=CNC.O
**Energy relative to the best compared isomer or geometry (same formula, charge and spin)**: 1.795 eV